{
  "formula": "C5H6O2",
  "method": "ωB97M-V/def2-TZVPD",
  "species": ["C", "C", "C", "C", "C", "O", "O", "H", "H", "H", "H", "H", "H"],
  "coordinates": [[0.899, 0.813, 1.421], [-0.142, 0.411, 0.437], [0.233, -1.348, -0.695], [-0.009, 0.043, -0.968], [-1.605, 0.271, -1.156], [-2.588, -0.075, -1.661], [-1.400, 0.394, 0.659], [0.812, 0.232, 2.343], [0.768, 1.872, 1.681], [1.895, 0.659, 0.999], [-0.499, -1.913, -0.132], [0.964, -1.903, -1.276], [0.674, 0.544, -1.653]],
  "charge": 0,
  "e_homo_ev": [-7.5, -7.5],
  "lumo_energy_ha": [0.017, 0.017],
  "total_energy_ev": -9373.142,
  "gap_ev": [7.96, 7.96],
  "e_above_lowest_kcal_mol": 91.2
}

{
  "formula": "C3H5N3OS",
  "method": "ωB97M-V/def2-TZVPD",
  "species": ["C", "C", "C", "H", "H", "H", "H", "H", "N", "N", "N", "O", "S"],
  "coordinates": [[-0.560, 0.518, -0.067], [2.413, -1.096, -0.082], [-2.033, 0.144, -0.035], [0.695, 1.995, 0.290], [-1.012, 2.553, -0.009], [2.009, -2.125, -0.189], [3.513, -0.853, 0.007], [-1.188, -1.905, -0.046], [-0.284, 1.856, -0.107], [0.250, -0.468, -0.021], [1.607, -0.100, 0.193], [-2.887, 1.035, 0.053], [-2.524, -1.553, 0.013]],
  "charge": 0,
  "e_homo_ev": -9.4,
  "lumo_energy_ha": -0.009,
  "total_energy_ev": -20543.557,
  "gap_ev": 9.17,
  "e_above_lowest_kcal_mol": 48.5
}

{
  "formula": "C21H35ClO23P",
  "method": "ωB97M-V/def2-TZVPD",
  "species": ["Cl", "O", "O", "O", "O", "C", "C", "O", "C", "O", "O", "H", "H", "H", "H", "C", "C", "O", "C", "O", "O", "H", "H", "H", "H", "C", "C", "O", "C", "O", "O", "H", "H", "H", "H", "C", "C", "O", "C", "O", "O", "H", "H", "H", "H", "C", "C", "O", "C", "O", "O", "H", "H", "H", "H", "C", "C", "O", "P", "O", "O", "C", "C", "O", "C", "C", "H", "H", "H", "H", "H", "H", "H", "H", "H", "H", "H", "H", "H", "H", "H"],
  "coordinates": [[-23.742, 9.005, -11.393], [-22.747, 7.951, -11.348], [-24.128, 9.257, -12.721], [-24.905, 8.383, -10.736], [-23.277, 10.172, -10.678], [-26.703, 11.049, -17.729], [-28.071, 10.225, -17.538], [-27.609, 8.983, -17.902], [-26.382, 9.008, -18.571], [-25.754, 8.072, -18.988], [-25.842, 10.200, -18.539], [-26.232, 11.214, -16.760], [-26.767, 12.040, -18.178], [-28.924, 10.465, -18.173], [-28.521, 10.266, -16.545], [-27.542, 15.134, -9.317], [-27.854, 14.746, -10.777], [-28.054, 16.089, -11.304], [-27.790, 17.030, -10.441], [-27.858, 18.260, -10.635], [-27.284, 16.522, -9.291], [-26.584, 14.615, -9.291], [-28.237, 14.653, -8.629], [-28.790, 14.190, -10.821], [-26.987, 14.313, -11.276], [-21.663, 16.333, -9.032], [-21.531, 15.798, -7.621], [-20.344, 16.443, -7.265], [-19.582, 16.540, -8.372], [-18.360, 16.772, -8.463], [-20.330, 16.440, -9.404], [-22.270, 17.232, -9.133], [-22.180, 15.597, -9.647], [-21.401, 14.716, -7.602], [-22.371, 16.234, -7.080], [-23.517, 2.984, -15.313], [-22.000, 2.790, -15.004], [-21.911, 1.554, -14.408], [-22.978, 0.841, -14.754], [-22.990, -0.380, -14.814], [-24.061, 1.665, -15.268], [-23.561, 3.367, -16.333], [-24.089, 3.641, -14.657], [-21.657, 3.699, -14.511], [-21.308, 2.627, -15.830], [-22.887, 5.652, -5.335], [-23.683, 4.427, -5.189], [-23.201, 3.720, -4.051], [-22.726, 4.720, -3.252], [-22.281, 4.633, -2.110], [-22.711, 5.866, -3.985], [-23.573, 6.292, -5.890], [-22.011, 5.661, -5.983], [-23.734, 3.782, -6.066], [-24.746, 4.615, -5.040], [-14.964, 11.686, -21.279], [-15.858, 12.882, -20.788], [-15.834, 12.796, -19.410], [-17.163, 12.449, -18.564], [-18.259, 13.358, -18.825], [-16.576, 12.538, -17.021], [-16.917, 13.600, -16.069], [-15.536, 14.205, -15.691], [-17.369, 10.857, -18.888], [-18.563, 10.271, -18.459], [-18.487, 10.050, -16.952], [-13.977, 11.454, -20.879], [-15.550, 10.833, -20.937], [-14.949, 11.311, -22.302], [-15.416, 13.816, -21.136], [-16.877, 12.822, -21.172], [-17.643, 14.232, -16.580], [-17.343, 13.135, -15.180], [-15.107, 14.800, -16.498], [-15.500, 14.749, -14.747], [-14.812, 13.396, -15.591], [-19.416, 10.879, -18.762], [-18.642, 9.313, -18.972], [-17.504, 9.837, -16.534], [-18.688, 10.923, -16.330], [-19.092, 9.235, -16.555]],
  "charge": -1,
  "e_homo_ev": -6.1,
  "lumo_energy_ha": 0.059,
  "total_energy_ev": -91241.811,
  "gap_ev": 7.65,
  "e_above_lowest_kcal_mol": 23.3
}

{
  "formula": "C18H24AuN2O4",
  "method": "ωB97M-V/def2-TZVPD",
  "species": ["C", "C", "H", "H", "C", "C", "H", "H", "C", "H", "H", "H", "C", "H", "H", "H", "Au", "O", "C", "O", "C", "O", "N", "C", "C", "H", "H", "H", "H", "C", "C", "H", "H", "H", "O", "C", "C", "C", "C", "C", "C", "N", "H", "H", "H", "H", "H", "H", "H"],
  "coordinates": [[-0.963, -2.402, -4.644], [-1.547, -1.520, -5.511], [-1.038, -3.467, -4.878], [-0.280, -2.086, -3.863], [-1.645, -0.113, -5.197], [-1.274, 0.361, -3.975], [-1.008, -0.292, -3.166], [-1.341, 1.436, -3.800], [-2.090, -2.013, -6.838], [-1.953, -3.097, -6.909], [-1.571, -1.554, -7.693], [-3.161, -1.798, -6.956], [-2.192, 0.853, -6.229], [-3.226, 0.618, -6.520], [-1.590, 0.871, -7.149], [-2.186, 1.862, -5.804], [-0.345, 0.228, 2.960], [-0.285, -0.381, 1.016], [0.488, -0.081, 0.059], [2.411, -0.502, 2.114], [2.530, 0.408, 1.300], [3.569, 1.251, 1.244], [1.607, 0.723, 0.281], [3.384, 2.160, 0.107], [2.238, 1.610, -0.705], [4.326, 2.189, -0.449], [3.139, 3.152, 0.503], [2.598, 1.040, -1.573], [1.535, 2.376, -1.044], [0.131, -0.596, -1.242], [-0.813, -1.574, -1.280], [0.733, -0.232, -2.073], [-1.316, -1.828, -0.342], [-1.071, -2.121, -2.175], [1.612, -1.515, 4.510], [1.866, -0.318, 5.228], [0.600, 0.238, 5.817], [0.438, 0.339, 7.196], [-0.770, 0.805, 7.705], [-1.787, 1.166, 6.818], [-1.572, 1.035, 5.454], [-0.395, 0.569, 4.978], [2.062, -1.396, 3.642], [2.327, 0.453, 4.587], [2.536, -0.583, 6.057], [1.282, 0.035, 7.814], [-0.920, 0.882, 8.779], [-2.752, 1.537, 7.150], [-2.319, 1.274, 4.697]],
  "charge": 1,
  "e_homo_ev": -10.6,
  "lumo_energy_ha": -0.146,
  "total_energy_ev": -33910.072,
  "gap_ev": 6.62
}

{
  "formula": "C5H9N",
  "method": "ωB97M-V/def2-TZVPD",
  "species": ["N", "C", "C", "C", "C", "C", "H", "H", "H", "H", "H", "H", "H", "H", "H"],
  "coordinates": [[-1.400, 1.168, -1.703], [-1.003, 0.270, -0.613], [-1.621, -0.903, -0.417], [2.094, -0.497, 1.293], [0.841, -0.383, 0.688], [0.161, 0.675, 0.148], [-1.147, 2.071, -1.568], [-2.405, 1.042, -2.096], [-2.566, -1.087, -1.164], [-1.631, -1.427, 0.612], [2.864, 0.236, 0.717], [2.658, -1.358, 1.249], [2.248, -0.222, 2.416], [0.376, -1.263, 0.297], [0.532, 1.679, 0.142]],
  "charge": 0,
  "e_homo_ev": -7.9,
  "lumo_energy_ha": 0.031,
  "total_energy_ev": -6818.099,
  "gap_ev": 8.73,
  "e_above_lowest_kcal_mol": 66.8
}

{
  "formula": "C51H54As2CoFN3O3P2S2",
  "method": "ωB97M-V/def2-TZVPD",
  "species": ["Co", "S", "P", "C", "P", "S", "C", "C", "C", "C", "C", "C", "C", "C", "C", "C", "C", "C", "C", "C", "C", "C", "C", "C", "C", "C", "C", "C", "C", "C", "H", "H", "H", "H", "H", "H", "H", "H", "H", "H", "H", "H", "H", "H", "H", "H", "H", "H", "H", "H", "C", "As", "C", "C", "C", "C", "C", "C", "C", "As", "C", "C", "H", "H", "H", "H", "H", "H", "H", "H", "H", "H", "H", "H", "H", "H", "H", "H", "C", "C", "N", "C", "C", "C", "O", "O", "C", "O", "C", "C", "C", "F", "C", "C", "C", "N", "C", "C", "N", "C", "C", "H", "H", "H", "H", "H", "H", "H", "H", "H", "H", "H", "H", "H", "H", "H", "H", "H", "H"],
  "coordinates": [[-0.244, 0.665, 0.649], [-0.725, 3.744, 3.151], [1.047, 3.158, 2.443], [0.907, 2.221, 1.032], [1.990, 1.928, -0.230], [0.900, 1.104, -1.733], [3.406, 0.788, 0.076], [3.876, 0.608, 1.369], [4.933, -0.258, 1.626], [5.530, -0.954, 0.585], [5.064, -0.783, -0.714], [4.004, 0.079, -0.965], [2.849, 3.416, -0.886], [2.085, 4.574, -1.032], [2.643, 5.730, -1.554], [3.977, 5.745, -1.946], [4.746, 4.600, -1.803], [4.186, 3.443, -1.273], [1.936, 2.415, 3.890], [2.460, 3.223, 4.905], [3.067, 2.660, 6.018], [3.161, 1.278, 6.140], [2.642, 0.467, 5.142], [2.027, 1.034, 4.029], [2.117, 4.614, 2.133], [3.477, 4.453, 1.869], [4.282, 5.553, 1.615], [3.736, 6.832, 1.634], [2.386, 7.002, 1.902], [1.579, 5.894, 2.148], [3.388, 1.121, 2.188], [5.270, -0.403, 2.645], [6.350, -1.634, 0.785], [5.525, -1.326, -1.532], [3.617, 0.193, -1.970], [1.053, 4.559, -0.705], [2.040, 6.627, -1.644], [4.418, 6.651, -2.347], [5.790, 4.606, -2.096], [4.806, 2.566, -1.147], [2.382, 4.300, 4.831], [3.468, 3.302, 6.795], [3.645, 0.839, 7.006], [2.720, -0.612, 5.210], [1.655, 0.396, 3.236], [3.910, 3.457, 1.856], [5.334, 5.414, 1.397], [4.366, 7.693, 1.439], [1.956, 7.997, 1.918], [0.524, 6.009, 2.365], [-2.799, -1.165, 2.770], [-1.820, 0.556, 2.873], [-1.828, 0.687, 4.819], [-3.367, 1.680, 2.416], [-4.395, 1.913, 3.325], [-5.500, 2.677, 2.976], [-5.596, 3.213, 1.699], [-4.573, 2.993, 0.789], [-3.452, 2.245, 1.138], [-1.949, 2.061, -0.106], [-1.597, 3.908, -0.548], [-2.903, 1.509, -1.718], [-3.727, -1.122, 3.342], [-2.164, -1.959, 3.169], [-3.026, -1.384, 1.727], [-2.743, 0.273, 5.242], [-1.710, 1.735, 5.089], [-0.971, 0.131, 5.196], [-4.335, 1.502, 4.326], [-6.283, 2.858, 3.703], [-6.456, 3.809, 1.419], [-4.645, 3.425, -0.203], [-2.529, 4.420, -0.789], [-0.922, 3.929, -1.402], [-1.128, 4.361, 0.321], [-3.511, 2.319, -2.115], [-3.543, 0.655, -1.494], [-2.147, 1.226, -2.450], [-0.276, -7.031, -0.248], [0.692, -6.042, -0.881], [0.229, -4.656, -0.779], [0.719, -3.871, 0.220], [0.334, -2.602, 0.482], [1.076, -1.845, 1.576], [1.663, -2.532, 2.415], [1.061, -0.589, 1.470], [-0.721, -2.027, -0.291], [-1.211, -0.909, -0.120], [-1.244, -2.869, -1.390], [-2.204, -2.330, -2.234], [-2.679, -3.074, -3.271], [-3.658, -2.577, -4.070], [-2.197, -4.360, -3.535], [-1.249, -4.899, -2.702], [-0.755, -4.163, -1.609], [-2.668, -5.121, -4.651], [-2.817, -4.423, -5.919], [-2.799, -5.444, -7.038], [-3.948, -6.399, -6.800], [-3.836, -7.079, -5.455], [-3.788, -6.005, -4.387], [0.106, -8.049, -0.341], [-1.259, -6.985, -0.722], [-0.404, -6.807, 0.811], [0.878, -6.281, -1.928], [1.656, -6.084, -0.381], [1.490, -4.308, 0.845], [-2.557, -1.322, -2.047], [-0.872, -5.885, -2.941], [-1.993, -3.727, -6.060], [-3.748, -3.843, -5.977], [-1.887, -6.036, -7.017], [-2.937, -4.997, -8.020], [-4.013, -7.085, -7.550], [-4.815, -5.858, -6.813], [-2.909, -7.647, -5.471], [-4.686, -7.748, -5.346], [-3.670, -6.477, -3.414], [-4.747, -5.461, -4.376]],
  "charge": 0,
  "e_homo_ev": [-5.2, -5.2],
  "lumo_energy_ha": [-0.076, -0.076],
  "total_energy_ev": -266645.758,
  "multiplicity": 2,
  "gap_ev": [3.15, 3.16],
  "e_above_lowest_kcal_mol": 0.0
}

Taking the records one at a time from the top gives maximum force values of 1.165; 2.759; 5.473; 2.541; 7.060; 0.685 eV Å⁻¹.